1.
Here is a molecular structure, C20H42Cl6F6NO11S2V in a non-equilibrium geometry from the Open Molecules 2025 dataset. Energies are from the ωB97M-V functional and the def2-TZVPD basis.

Its expectation value of S² is 0.788. Its lowest unoccupied orbital energy (alpha / beta) is -6.24 / -5.80 eV. As for the multiplicity: 2. As for the total charge: +1. The calculation puts the gap between HOMO and LUMO (alpha / beta) at 5.0 / 5.4 eV.

Element x y z (Å)
O -2.608 1.429 -2.938
V -1.250 1.960 -2.351
C -3.221 -1.049 -0.653
F -4.052 -0.416 -1.458
F -3.221 -0.452 0.528
F -3.580 -2.305 -0.497
S -1.440 -1.063 -1.348
O -0.737 -2.178 -0.793
O -1.499 -1.099 -2.785
N -0.873 0.520 -0.944
S -0.032 0.525 0.448
O 0.199 1.919 0.768
O -0.496 -0.389 1.447
C 1.718 -0.075 0.009
F 2.493 0.426 0.979
F 1.828 -1.369 0.001
F 2.158 0.450 -1.131
C 2.209 -6.457 -1.557
O 1.229 -5.973 -2.455
C 0.348 -5.067 -1.840
C -0.773 -4.678 -2.794
O -0.372 -3.857 -3.885
C -1.476 -3.539 -4.697
H 2.479 -5.810 -0.723
H 3.083 -6.715 -2.155
H 1.873 -7.422 -1.157
H 0.849 -4.193 -1.409
H -0.159 -5.605 -1.024
H -1.638 -4.320 -2.235
H -1.014 -5.626 -3.293
H -1.786 -4.477 -5.178
H -1.261 -2.848 -5.515
H -2.309 -3.098 -4.141
C -1.782 5.983 2.723
O -0.583 5.509 2.147
C 0.387 5.131 3.109
C 0.166 3.742 3.712
O -0.807 3.643 4.702
C -0.587 4.416 5.877
H -2.514 6.168 1.940
H -1.625 6.939 3.237
H -2.208 5.292 3.454
H 0.533 5.927 3.847
H 1.341 5.107 2.576
H 1.174 3.359 3.941
H -0.173 3.135 2.868
H 0.465 4.352 6.175
H -1.248 4.114 6.683
H -0.798 5.460 5.625
C -0.858 0.623 -5.425
O -0.346 1.223 -4.226
C 1.046 0.950 -3.974
C 1.657 2.189 -3.381
O 0.834 2.510 -2.229
C 1.592 3.393 -1.336
H -1.830 1.020 -5.712
H -1.000 -0.440 -5.219
H -0.181 0.825 -6.253
H 1.556 0.676 -4.899
H 1.121 0.080 -3.318
H 1.571 3.023 -4.080
H 2.702 2.018 -3.129
H 2.046 4.199 -1.909
H 2.301 2.749 -0.823
H 0.952 3.846 -0.581
Cl -3.437 -5.444 -0.096
C -2.652 -4.693 1.336
C -3.717 -4.089 2.229
Cl -4.574 -5.430 3.034
H -1.966 -3.968 0.894
H -2.014 -5.437 1.805
H -4.346 -3.394 1.682
H -3.205 -3.470 2.971
Cl 7.940 1.791 -2.110
C 7.249 1.093 -0.621
C 5.745 1.001 -0.627
Cl 5.118 -0.008 -1.970
H 7.554 1.724 0.213
H 7.763 0.144 -0.488
H 5.343 1.989 -0.849
H 5.325 0.647 0.310
Cl -3.402 -0.802 3.832
C -2.122 0.318 4.372
C -2.060 0.624 5.855
Cl -3.644 0.968 6.588
H -2.181 1.181 3.716
H -1.225 -0.260 4.153
H -1.408 1.465 6.072
H -1.659 -0.258 6.352

Cartesian forces, eV/Å:
1.654 1.725 1.078
-0.576 -2.741 -1.413
0.310 -0.073 0.532
0.206 -0.100 -0.200
0.123 0.153 -0.046
0.033 0.030 -0.357
-0.158 -1.174 -1.868
-0.231 1.243 1.013
-0.458 0.983 0.489
-0.767 -1.794 -0.422
1.527 0.995 1.502
-0.526 -0.732 -0.560
-0.038 0.572 -0.952
-0.060 0.632 0.906
-0.118 -0.107 0.066
-0.077 -0.420 -0.232
-0.330 -0.231 -0.366
0.040 -1.316 -0.543
0.370 0.851 0.092
-0.792 -0.017 0.005
0.763 -1.368 -0.935
0.289 1.435 0.674
-0.336 -0.843 -0.293
-0.113 0.359 -0.179
0.149 0.321 0.105
-0.120 0.164 0.296
0.202 -0.011 -0.143
-0.065 0.234 0.166
-0.027 0.332 -0.108
-0.595 -0.187 0.424
-0.450 0.153 -0.012
0.676 0.028 0.233
-0.008 -0.185 0.150
-0.277 0.395 0.378
-0.036 -0.175 0.013
0.360 0.166 -0.242
0.382 0.588 -1.248
-0.367 -0.656 0.743
0.476 0.595 -0.857
0.106 -0.144 -0.150
0.143 0.012 -0.004
0.038 -0.170 -0.117
-0.276 -0.041 0.210
-0.072 -0.168 -0.135
-0.237 -0.077 0.780
-0.129 -0.109 0.193
-0.069 -0.084 0.219
-0.061 -0.311 -0.146
0.000 0.088 0.339
-0.722 -0.817 -0.196
0.165 1.350 1.159
0.381 -0.468 -0.237
-0.773 -0.326 -0.557
0.075 0.983 -0.007
-0.317 0.058 0.445
0.040 0.353 0.510
0.251 -0.003 -0.263
0.195 -0.120 0.164
-0.095 0.173 -0.101
-0.049 0.083 0.104
0.170 0.026 -0.001
-0.060 0.001 0.373
0.160 -0.195 -0.185
0.258 0.284 -0.093
-0.277 -0.248 -0.183
0.106 -0.248 -0.044
0.116 0.247 -0.873
1.340 -0.015 0.269
-0.248 0.538 -0.035
-0.233 0.340 0.275
-0.384 -0.145 0.251
-0.490 -0.470 -0.067
-0.152 -0.316 0.252
-0.269 0.094 0.094
0.519 -0.220 0.349
-0.091 0.572 -0.763
0.051 -0.235 0.106
-0.060 0.122 -0.073
-0.313 -0.171 -0.018
0.007 0.055 0.240
0.180 -0.192 0.039
-0.289 0.024 0.292
0.610 -0.261 -0.305
-0.363 -0.605 0.085
0.004 0.184 -0.011
-0.018 0.179 0.230
0.210 0.419 -0.173
0.031 0.090 -0.313
-0.145 0.058 0.178

2.
Here is 4 unconnected molecules or ions with the total composition C20H42F2O6S5Si from the Open Molecules 2025 dataset. Energies are from the ωB97M-V functional and the def2-TZVPD basis.

Its lowest unoccupied orbital energy is 0.45 eV. The calculation puts the gap between HOMO and LUMO at 9.2 eV. As for the SMILES: C[C@@H](F)C[Si@@](S)(CCF)CCCS.O=S1(=O)CCCC1.O=S1(=O)CCCC1.O=S1(=O)CCCC1.

Element x y z (Å)
C -0.791 1.684 1.179
C -1.861 1.241 0.189
F -3.114 1.735 0.643
C -1.621 1.679 -1.245
Si -1.868 3.478 -1.740
S -1.588 4.886 -0.153
C -0.633 3.732 -3.135
C -0.469 5.129 -3.695
F 0.228 5.945 -2.791
C -3.595 3.891 -2.378
C -4.483 2.719 -2.827
C -5.039 1.890 -1.660
S -6.712 1.332 -2.102
H -1.113 2.588 1.694
H 0.162 1.874 0.681
H -0.629 0.910 1.934
H -1.971 0.153 0.219
H -2.182 1.037 -1.934
H -0.563 1.472 -1.433
H -0.254 4.781 -0.096
H -0.974 3.078 -3.952
H 0.352 3.356 -2.833
H -1.431 5.618 -3.885
H 0.109 5.135 -4.624
H -3.427 4.547 -3.242
H -4.139 4.497 -1.647
H -3.923 2.062 -3.502
H -5.315 3.115 -3.417
H -5.077 2.490 -0.751
H -4.422 1.017 -1.457
H -6.941 0.649 -0.974
O 1.060 -0.028 -1.698
S 2.286 0.579 -1.231
O 2.397 2.018 -1.264
C 2.651 -0.047 0.404
C 3.483 -1.297 0.136
C 4.476 -0.908 -0.965
C 3.678 -0.197 -2.063
H 1.708 -0.223 0.917
H 3.219 0.725 0.923
H 3.992 -1.639 1.036
H 2.838 -2.104 -0.215
H 5.229 -0.234 -0.550
H 4.988 -1.778 -1.371
H 4.230 0.586 -2.577
H 3.260 -0.900 -2.781
O 4.950 -4.249 -0.083
S 4.201 -4.737 -1.214
O 3.508 -3.801 -2.065
C 5.258 -5.797 -2.198
C 5.047 -7.184 -1.600
C 3.537 -7.313 -1.358
C 3.075 -6.029 -0.660
H 6.274 -5.417 -2.126
H 4.902 -5.736 -3.226
H 5.419 -7.961 -2.266
H 5.589 -7.265 -0.655
H 3.021 -7.418 -2.315
H 3.297 -8.187 -0.756
H 2.067 -5.721 -0.923
H 3.178 -6.082 0.422
O -0.383 1.586 4.973
S -1.222 0.424 5.123
O -0.649 -0.891 4.981
C -2.116 0.553 6.671
C -3.393 1.300 6.300
C -3.873 0.681 4.979
C -2.657 0.598 4.051
H -1.476 1.065 7.386
H -2.321 -0.463 7.008
H -4.143 1.215 7.085
H -3.172 2.360 6.159
H -4.268 -0.320 5.166
H -4.667 1.269 4.521
H -2.679 -0.259 3.382
H -2.516 1.508 3.472

Cartesian forces, eV/Å:
-0.072 -0.211 0.121
-0.042 -0.007 -0.081
0.090 -0.068 0.069
0.137 0.052 0.259
-0.113 0.011 0.031
-0.032 0.101 0.099
0.148 0.018 -0.046
-0.010 0.235 0.027
-0.126 -0.219 -0.145
-0.055 -0.094 -0.042
0.138 -0.038 -0.034
0.070 0.103 -0.086
-0.011 -0.025 0.030
0.086 0.056 -0.121
-0.074 0.061 0.018
0.046 0.072 -0.001
0.008 0.062 -0.005
0.016 0.080 -0.021
-0.137 -0.073 -0.177
0.077 -0.005 -0.047
0.056 0.016 0.032
-0.067 -0.020 -0.022
0.084 -0.030 0.023
-0.031 -0.036 0.090
-0.038 0.027 0.068
0.056 -0.038 -0.001
-0.091 0.008 -0.003
0.007 0.010 0.043
-0.065 -0.030 -0.078
-0.010 0.094 0.016
-0.066 -0.060 0.012
0.033 -0.091 -0.021
0.005 -0.050 0.038
-0.030 0.057 -0.008
0.032 -0.054 0.044
-0.032 0.036 0.008
0.016 0.021 -0.003
0.097 0.000 0.010
-0.007 0.017 -0.017
0.004 0.005 -0.002
-0.001 -0.019 -0.008
0.020 0.029 0.003
-0.009 0.029 -0.022
-0.013 0.026 0.055
-0.012 -0.001 -0.023
-0.041 -0.014 0.028
0.016 0.035 0.022
-0.027 -0.075 -0.093
0.008 0.026 -0.015
0.007 -0.075 0.024
-0.008 0.019 0.000
0.002 0.029 0.026
-0.010 -0.066 -0.028
-0.006 0.026 0.008
-0.003 0.001 -0.004
-0.004 -0.008 0.004
0.002 0.003 0.002
0.007 0.010 -0.010
-0.005 -0.008 -0.010
-0.006 0.014 0.017
0.029 0.013 0.003
0.026 0.032 0.002
-0.010 0.003 -0.041
0.011 -0.035 0.000
-0.053 0.012 0.013
0.011 -0.014 -0.012
0.060 0.029 0.025
-0.153 -0.027 -0.045
0.020 0.000 -0.012
0.001 -0.003 0.001
-0.007 0.004 -0.002
0.004 0.002 -0.002
0.011 -0.006 0.014
-0.009 -0.007 -0.001
0.028 0.012 -0.023
0.018 0.012 0.028